# C23H23N2O3S2

A gas-phase ion, C23H23N2O3S2 (charge -1) in a non-equilibrium geometry (ωB97M-V/def2-TZVPD, OMol25).

Computed properties:
Energy relative to the best compared isomer or geometry (same formula, charge and spin): 64.3 kcal per mole
Total charge: -1
HOMO-LUMO gap: 6.19 eV
Structure (SMILES): O=C([O-])[C@H]1Cc2ccccc2N1/C=C/[C@@H](SC(=S)N1CCOCC1)c1ccccc1
HOMO energy: -0.1468 hartree
Energy: -2021.7767 a.u.

Last column: Mulliken charge in e.
CARTESIAN COORDINATES (ANGSTROEM)
C: -5.951 1.320 -1.639  -0.723
C: -4.529 1.035 -1.128  -0.215
N: -3.614 2.132 -1.530  0.044
C: -2.245 1.996 -1.434  0.582
S: -1.540 0.385 -1.487  -0.321
S: -1.281 3.357 -1.343  -0.396
C: -4.109 3.526 -1.621  -0.645
C: -5.533 3.566 -2.124  -0.720
O: -6.367 2.664 -1.420  -0.369
H: -6.013 1.023 -2.705  0.342
H: -6.633 0.688 -1.060  0.342
H: -4.540 0.903 -0.013  0.058
H: -4.120 0.128 -1.614  0.425
H: -4.108 4.072 -0.656  0.318
H: -3.486 4.087 -2.329  0.502
H: -6.019 4.525 -1.953  0.322
H: -5.585 3.352 -3.189  0.375
O: 4.753 0.907 -2.405  -0.739
C: 5.120 0.143 -1.498  0.533
O: 5.837 0.191 -0.472  -0.734
C: 4.533 -1.267 -1.645  -0.285
C: 5.416 -2.439 -1.175  -0.915
C: 4.936 -2.824 0.172  0.401
C: 3.721 -2.156 0.420  0.903
C: 2.973 -2.397 1.581  -0.735
C: 3.525 -3.251 2.547  -0.751
C: 4.754 -3.870 2.302  -0.496
C: 5.456 -3.675 1.117  -0.783
N: 3.477 -1.271 -0.638  0.150
C: 2.381 -0.456 -0.815  -0.655
C: 1.372 -0.151 0.073  -0.485
C: 0.045 0.451 -0.204  -0.283
C: -0.802 0.293 1.026  0.723
C: -2.024 -0.441 1.032  -0.144
C: -2.916 -0.232 2.104  -0.465
C: -2.436 0.336 3.296  -0.501
C: -1.151 0.864 3.340  -0.681
C: -0.378 0.942 2.185  -0.570
H: 4.103 -1.425 -2.648  0.366
H: 5.308 -3.264 -1.881  0.292
H: 6.453 -2.152 -1.183  0.384
H: 1.986 -1.948 1.717  0.509
H: 2.975 -3.407 3.471  0.396
H: 5.139 -4.550 3.042  0.345
H: 6.396 -4.167 0.892  0.410
H: 2.351 0.037 -1.797  0.450
H: 1.709 -0.278 1.145  0.448
H: 0.056 1.526 -0.717  -0.069
H: -2.261 -1.244 0.259  0.382
H: -3.970 -0.583 2.004  0.385
H: -3.054 0.324 4.161  0.428
H: -0.700 1.214 4.272  0.353
H: 0.589 1.461 2.167  0.513

# C3H5ClS

A single C3H5ClS molecule in a non-equilibrium geometry (ωB97M-V/def2-TZVPD, OMol25).

Computed properties:
Energy relative to the best compared isomer or geometry (same formula, charge and spin): 17.1 kcal per mole
HOMO-LUMO gap: 10.15 eV
Structure (SMILES): S[C@H]1C[C@@H]1Cl
HOMO energy: -0.3418 hartree
Energy: -975.6295 a.u.

Last column: Mulliken charge in e.
CARTESIAN COORDINATES (ANGSTROEM)
C: 0.354 -0.342 -0.365  -0.482
C: -0.762 0.050 0.518  -0.456
C: 0.056 1.056 -0.042  -0.004
H: 1.156 -2.325 0.120  0.103
H: -0.033 -0.657 -1.291  0.417
H: -1.812 -0.136 0.121  0.206
H: -0.700 -0.215 1.517  0.266
H: 0.548 1.825 0.536  0.380
S: 1.772 -1.234 0.330  -0.204
Cl: -0.581 1.979 -1.445  -0.225

# C9H36O9Zr

A molecular structure, C9H36O9Zr in a non-equilibrium geometry (ωB97M-V/def2-TZVPD, OMol25).

Computed properties:
Energy relative to the best compared isomer or geometry (same formula, charge and spin): 9.9 kcal per mole
Total charge: +4
HOMO-LUMO gap: 9.43 eV
HOMO energy: -0.8752 hartree
Energy: -1087.0544 a.u.

Last column: Mulliken charge in e.
CARTESIAN COORDINATES (ANGSTROEM)
Zr: 0.009 -0.165 -0.116  0.556
C: -3.839 -0.528 -1.113  -0.869
O: -2.489 -0.982 -0.945  -0.226
H: -3.864 0.512 -0.730  0.275
H: -4.521 -1.153 -0.497  0.394
H: -4.191 -0.587 -2.151  0.319
H: -2.660 -1.958 -0.958  0.300
C: -0.089 -3.371 0.168  -0.929
O: -0.581 -2.110 0.493  0.142
H: -0.236 -4.096 0.998  0.435
H: 0.981 -3.327 -0.073  0.227
H: -0.652 -3.791 -0.673  0.294
H: -1.253 -2.408 1.163  0.351
C: 2.985 0.921 -1.727  -1.002
O: 1.584 0.830 -1.635  -0.304
H: 3.548 1.297 -0.824  0.318
H: 3.268 1.623 -2.513  0.461
H: 3.418 -0.035 -2.009  0.325
H: 1.371 1.200 -2.536  0.313
C: -1.639 2.429 -1.276  -0.959
O: -1.038 1.133 -1.441  -0.054
H: -1.422 2.831 -0.269  0.349
H: -2.683 2.351 -1.461  0.374
H: -1.222 3.069 -2.022  0.362
H: -1.479 0.965 -2.363  0.391
C: 0.069 0.031 3.627  -0.970
O: 0.425 -0.601 2.406  -0.237
H: -0.073 1.097 3.609  0.401
H: 0.847 -0.308 4.327  0.402
H: -0.891 -0.387 3.949  0.284
H: 0.840 -1.425 2.794  0.341
C: 1.143 -1.871 -2.692  -0.850
O: 0.068 -1.308 -1.948  -0.073
H: 0.821 -2.579 -3.483  0.505
H: 1.852 -2.393 -2.038  0.224
H: 1.685 -1.133 -3.335  0.211
H: -0.604 -1.826 -2.441  0.370
C: -2.201 1.551 1.761  -1.080
O: -1.752 0.367 1.129  0.200
H: -3.065 1.923 1.235  0.432
H: -1.415 2.315 1.895  0.360
H: -2.526 1.246 2.725  0.405
H: -2.508 -0.280 1.360  0.312
C: 1.130 2.794 0.474  -1.002
O: 0.752 1.501 0.967  0.035
H: 0.679 3.311 -0.396  0.378
H: 2.221 2.828 0.397  0.372
H: 0.892 3.523 1.286  0.416
H: 1.147 1.521 1.850  0.386
C: 2.990 -0.508 1.071  -1.121
O: 1.926 -1.083 0.285  0.088
H: 2.959 0.560 1.117  0.319
H: 3.878 -0.681 0.475  0.485
H: 3.082 -0.880 2.061  0.370
H: 2.322 -1.955 0.043  0.191